(1)
CClO2S | ωB97M-V with the def2-TZVPD basis set

The geometry in XYZ format:
```
5
Properties=species:S:1:pos:R:3:forces:R:3
Cl 2.66692 -0.56844 0.03945 -0.5 -0.3 0.0
S -0.73462 -0.56688 -0.11205 0.1 -0.1 -1.2
O 1.24771 -1.48390 0.07591 1.3 -0.3 0.2
O -2.05909 1.77752 0.01212 0.4 -0.3 -1.4
C -1.54566 0.74116 -0.26362 -1.3 1.1 2.4
```
Positions in Å, forces in eV/Å.

Output
spin multiplicity	1
gap between HOMO and LUMO	7.3	eV
charge	-1
LUMO energy	3.87	eV

***

(2)
CCu4N4O23P2 | ωB97M-V with the def2-TZVPD basis set

The geometry in XYZ format:
```
34
Properties=species:S:1:pos:R:3:forces:R:3
Cu -2.81251 2.18302 -1.88637 1.6 -2.4 -0.6
Cu 2.10714 0.04884 2.58041 -1.0 -0.2 -1.3
Cu -1.45563 -0.82826 0.61648 1.6 2.1 1.1
Cu 1.72865 3.23332 -3.02938 -1.1 -2.4 -0.4
P -1.25670 1.11110 3.41638 0.5 0.4 1.7
P -0.38900 0.92629 -4.60078 1.8 3.7 4.4
O -2.00525 2.47404 3.36829 -0.9 0.0 -0.1
O -1.88531 0.02051 2.50229 0.0 -0.8 -2.0
O 0.90912 1.80601 -4.14422 -0.5 0.0 -0.9
O 0.13898 1.51950 3.07158 1.6 -0.4 -0.5
O 3.58274 -0.39018 0.61077 -1.0 0.4 2.5
O -0.81305 -2.06966 4.23025 -2.5 -1.6 1.3
O 1.15095 1.50005 -1.30111 4.5 4.9 -3.2
O 2.39583 -3.27510 -0.19677 -0.1 1.4 -1.6
O -1.50878 1.41297 -3.67186 -1.2 -0.2 1.6
O -0.57547 0.42694 -0.93475 -2.8 0.2 -0.2
O -3.20479 0.46369 -0.37618 4.5 2.2 -2.0
O 4.17462 -0.20814 -1.42813 -0.9 -3.2 -1.3
O 0.13780 -0.54373 -4.51117 -0.6 0.0 -0.4
O 4.15439 1.46616 -0.41032 -0.4 7.3 3.7
O -5.09537 -0.38625 -0.71478 -2.9 -1.8 -1.5
O -0.89425 1.20606 -5.94508 0.0 -0.5 -3.6
O -1.44221 0.62255 4.85322 -0.4 0.4 -0.5
O -4.18983 -0.26465 1.24730 -0.8 -1.9 4.4
O 1.73610 -2.34811 -2.09571 3.9 0.6 -7.3
O 0.91769 0.31365 0.52326 0.5 2.0 -0.7
O 1.10161 -3.05224 4.01386 0.8 -3.1 1.5
O 0.59824 -1.42551 2.89476 1.3 4.0 -4.7
O 0.57584 -2.20222 -0.53211 -6.0 2.1 4.8
N 1.62875 -2.51493 -0.96057 1.5 -4.8 4.2
N 0.25175 -2.24444 3.68917 1.0 0.4 2.2
N 3.86399 0.32423 -0.34460 2.9 -3.9 -4.0
N 0.54520 0.86398 -0.57479 -3.0 -6.8 5.2
C -4.17125 -0.16948 0.04066 -1.7 2.0 -1.7
```
Positions in Å, forces in eV/Å.

Output
spin multiplicity	5
gap between HOMO and LUMO (alpha / beta)	3.8 / 3.8	eV
charge	-4
LUMO energy (alpha / beta)	6.90 / 6.90	eV

***

(3)
CF2I2 | ωB97M-V with the def2-TZVPD basis set

The geometry in XYZ format:
```
5
Properties=species:S:1:pos:R:3:forces:R:3
I 0.71026 -0.36166 -1.53116 -0.3 -0.9 -1.0
I -1.50951 -1.88606 -1.79062 0.6 0.3 0.1
F 1.26883 0.77668 1.55935 -0.3 -0.9 0.7
F -0.80089 0.37940 1.02419 1.7 0.5 0.6
C 0.33132 1.09165 0.73825 -1.6 1.1 -0.4
```
Positions in Å, forces in eV/Å.

Output
spin multiplicity	1
gap between HOMO and LUMO	7.0	eV
LUMO energy	-2.11	eV

***

(4)
CF2Li | ωB97M-V with the def2-TZVPD basis set

The geometry in XYZ format:
```
4
Properties=species:S:1:pos:R:3:forces:R:3
F -1.09446 0.43476 0.34420 -0.1 -0.3 0.3
F 1.08324 0.45480 0.35517 0.1 -0.3 0.3
C -0.00286 0.66183 -0.54273 0.0 -0.7 -0.5
Li 0.01407 -1.55138 -0.15664 0.0 1.3 -0.1
```
Positions in Å, forces in eV/Å.

Output
spin multiplicity	2
gap between HOMO and LUMO (alpha / beta)	5.3 / 7.8	eV
LUMO energy (alpha / beta)	-1.08 / -1.20	eV

***

(5)
CF2N2O4 | ωB97M-V with the def2-TZVPD basis set

The geometry in XYZ format:
```
9
Properties=species:S:1:pos:R:3:forces:R:3
F -1.75339 2.18595 0.24507 1.5 -1.8 0.0
F -0.23365 -0.03683 1.72632 0.9 0.0 -2.0
O 1.95661 -0.75767 -0.10823 -0.6 0.5 0.6
O -0.52143 -0.75818 -1.50812 1.0 0.2 -5.1
O 1.71542 1.35822 -0.48357 -0.3 1.1 0.2
O -1.69136 -1.48819 0.14656 0.6 0.7 -0.2
N -0.83575 -0.81512 -0.40676 -2.1 -1.5 4.1
N 1.36692 0.32062 -0.07210 0.2 -1.7 -0.4
C -0.00337 -0.00880 0.46084 -1.2 2.7 2.8
```
Positions in Å, forces in eV/Å.

Output
spin multiplicity	1
gap between HOMO and LUMO (alpha / beta)	6.2 / 6.1	eV
LUMO energy (alpha / beta)	-4.90 / -4.90	eV

***

(6)
CF3MnOS | ωB97M-V with the def2-TZVPD basis set

The geometry in XYZ format:
```
7
Properties=species:S:1:pos:R:3:forces:R:3
Mn -0.34316 2.08372 -0.17292 0.6 1.3 -0.4
S -0.91288 -0.80077 0.88781 1.1 1.0 0.4
F 1.02271 -2.16038 -0.11562 0.2 0.4 0.1
F 1.43352 1.90076 -0.33850 0.1 0.0 -0.1
F 0.28963 -0.58354 -1.37690 0.9 0.7 0.0
O -1.29300 0.68448 0.61654 -1.1 -1.7 0.3
C 0.33410 -1.08572 -0.20186 -1.9 -1.8 -0.2
```
Positions in Å, forces in eV/Å.

Output
spin multiplicity	6
gap between HOMO and LUMO (alpha / beta)	8.8 / 9.1	eV
charge	+1
LUMO energy (alpha / beta)	-6.43 / -6.41	eV

***

(7)
CF3N2OS | ωB97M-V with the def2-TZVPD basis set

The geometry in XYZ format:
```
8
Properties=species:S:1:pos:R:3:forces:R:3
S 1.06623 0.37277 0.70628 1.2 1.6 1.9
F -1.39676 1.15632 0.21451 -0.8 0.6 1.3
F -1.36602 -0.36560 -1.19986 0.6 -0.4 -0.7
F -2.38986 -0.85081 0.57174 0.4 0.9 1.0
O 2.96248 -0.02298 -1.08571 0.0 0.1 0.1
N -0.15267 -0.69949 0.75283 1.4 -0.9 0.2
N 2.49658 0.60337 -0.16159 -0.4 -1.1 -0.8
C -1.21997 -0.19358 0.20181 -2.4 -0.8 -3.0
```
Positions in Å, forces in eV/Å.

Output
spin multiplicity	1
gap between HOMO and LUMO	8.2	eV
charge	-1
LUMO energy	4.06	eV

***

(8)
CF3O7S2Sn | ωB97M-V with the def2-TZVPD basis set

The geometry in XYZ format:
```
14
Properties=species:S:1:pos:R:3:forces:R:3
Sn -2.06065 -1.26026 -1.51849 2.6 2.7 1.2
S -0.94682 1.97959 -3.20658 -2.9 -1.7 -2.3
S 0.23559 -0.40193 1.80371 -1.3 3.9 3.1
F 2.33102 -1.20869 3.45250 -0.9 0.5 -1.2
F 2.21418 -2.14751 1.49687 -0.8 0.0 0.6
F 0.75982 -2.59539 3.14360 0.1 -0.2 -0.9
O -1.90660 1.16774 -4.00821 0.5 0.8 0.5
O 0.30186 2.13953 -3.90845 1.4 1.2 -1.5
O -0.68172 -0.06046 2.91267 2.0 -0.7 -1.2
O -0.58149 -1.22273 0.88593 -0.9 -1.4 -3.3
O 0.98745 0.72381 1.26633 -0.5 -2.1 0.0
O -1.45067 3.27284 -2.80895 -0.2 1.7 -0.7
O -0.65902 1.25983 -2.01426 0.0 -4.3 4.7
C 1.45701 -1.64635 2.50337 1.0 -0.3 0.9
```
Positions in Å, forces in eV/Å.

Output
spin multiplicity	2
gap between HOMO and LUMO (alpha / beta)	4.9 / 4.9	eV
LUMO energy (alpha / beta)	-5.13 / -5.14	eV

***

One value per record, in order, for max |F|: 2.892 9.017 1.984 1.268 5.179 2.582 3.878 6.380 eV/Å.